1.
Below is C2H7N5O in the gas phase at a distorted geometry, with properties calculated with wB97M-V/def2-TZVPD.

Each line ends with the natural charge from an NBO analysis.
Element x y z (Å)
H (-1.1541, -2.4414, 1.3664)  0.347
N (-0.8061, -1.5236, 1.1151)  -0.805
C (0.0039, -1.5189, 0.1369)  0.571
N (0.3491, -2.5744, -0.6833)  -0.832
N (0.6538, -0.3408, -0.2111)  -0.463
N (0.2630, 0.8452, 0.4475)  -0.533
C (-0.3362, 1.8374, -0.3908)  0.754
N (-0.0355, 3.0171, 0.2015)  -0.837
O (-0.6671, 1.6569, -1.5404)  -0.632
H (1.1953, -2.4833, -1.2211)  0.390
H (0.1556, -3.4999, -0.3382)  0.392
H (0.7077, -0.1692, -1.2113)  0.399
H (-0.2095, 0.6091, 1.3201)  0.420
H (-0.4924, 3.8467, -0.1392)  0.412
H (0.3727, 2.7392, 1.1480)  0.418

* ΔE to the lowest compared entry with this formula, charge and spin: 1.67 kJ/mol
* largest force on an atom: 2.73 eV/Å
* HOMO-LUMO gap: 9.565 eV
* LUMO energy: 0.9 eV
* calculated total energy: -429.42284 hartree

2.
Below is a gas-phase ion, C2H7N6O4S (charge +1) at a distorted geometry, with properties calculated with wB97M-V/def2-TZVPD.

Each line ends with the natural charge from an NBO analysis.
Element x y z (Å)
C (1.0969, -1.0903, -1.4205)  0.426
C (0.3825, 0.2829, 1.8692)  0.752
N (-0.7407, 2.4023, 2.0468)  -0.108
N (1.2499, -0.5467, -0.1018)  -0.322
N (1.3470, -0.3715, 2.5786)  -0.717
N (-1.7103, 1.2348, -1.7796)  -1.080
N (0.1911, -0.1411, 0.4711)  0.036
N (-1.0226, -0.3245, -0.0107)  -0.721
O (-0.0871, 1.3082, 2.5324)  -0.330
O (0.1815, -0.3929, -2.2570)  -0.652
O (-2.2939, -1.0929, -2.0400)  -0.810
O (0.5298, -2.4220, -1.2694)  -0.707
S (-1.2767, -0.2900, -1.5755)  2.412
H (2.0801, -0.9798, -2.0705)  0.236
H (-1.1462, 2.8712, 2.7879)  0.326
H (2.0351, -0.8724, 1.9073)  0.453
H (1.8184, 0.0234, 3.3560)  0.433
H (-2.6566, 1.3940, -2.0429)  0.439
H (-1.1890, 2.0615, -1.5885)  0.434
H (1.2109, -3.0542, -1.3931)  0.500

* net charge: +1
* largest force on an atom: 5.02 eV/Å
* spin multiplicity: 3
* HOMO-LUMO gap (spin up / spin down): 7.430 / 7.659 eV
* LUMO energy (spin up / spin down): -4.2 / -5.7 eV
* calculated total energy: -1107.52076 hartree

3.
Below is 2 unconnected molecules or ions with the total composition C2H7NO, with properties calculated with wB97M-V/def2-TZVPD.

Each line ends with the natural charge from an NBO analysis.
Element x y z (Å)
C (-0.7965, 0.1773, -1.0589)  -0.557
C (-0.9120, -0.2364, 0.2124)  0.014
N (-0.4309, -1.4498, 0.6919)  -0.813
H (-0.5462, -0.5082, -1.8549)  0.209
H (-1.0280, 1.2073, -1.2774)  0.211
H (-1.5348, 0.3377, 0.8977)  0.189
H (0.5050, -1.6764, 0.3901)  0.382
H (-0.4611, -1.5209, 1.6976)  0.376
O (2.1216, 1.1233, 0.0626)  -0.951
H (1.3416, 0.6671, -0.2856)  0.475
H (1.7412, 1.8790, 0.5245)  0.464

* ΔE to the lowest compared entry with this formula, charge and spin: 90.04 kJ/mol
* largest force on an atom: 0.64 eV/Å
* HOMO-LUMO gap: 9.645 eV
* LUMO energy: 0.9 eV
* calculated total energy: -210.36445 hartree

4.
Below is 2 unconnected molecules or ions with the total composition C2H7NO, with properties calculated with wB97M-V/def2-TZVPD.

Each line ends with the natural charge from an NBO analysis.
Element x y z (Å)
C (-0.4391, -0.7539, 1.0952)  -0.717
C (-1.5721, 0.1220, 0.6418)  0.441
O (-2.3658, 0.6080, 1.4094)  -0.528
H (-0.4798, -1.6651, 0.5011)  0.224
H (0.4912, -0.2573, 0.8379)  0.231
H (-0.5426, -0.9482, 2.1579)  0.232
H (-1.6138, 0.3837, -0.4287)  0.115
N (1.3726, 0.7162, -1.4587)  -1.072
H (2.0288, 1.4632, -1.6722)  0.360
H (1.8130, 0.1348, -0.7552)  0.354
H (1.3077, 0.1966, -2.3283)  0.360

* ΔE to the lowest compared entry with this formula, charge and spin: 54.12 kJ/mol
* largest force on an atom: 0.77 eV/Å
* HOMO-LUMO gap: 10.518 eV
* LUMO energy: 0.9 eV
* calculated total energy: -210.37813 hartree

5.
Below is 2 unconnected molecules or ions with the total composition C2H7NO, with properties calculated with wB97M-V/def2-TZVPD.

Each line ends with the natural charge from an NBO analysis.
Element x y z (Å)
C (-1.1023, 0.4112, -0.3050)  -0.044
N (0.1377, 0.2368, -0.2959)  -0.412
C (0.9437, 1.3553, 0.1689)  -0.444
H (-1.7912, -0.3513, -0.6571)  0.169
H (-1.5873, 1.3377, 0.0460)  0.139
H (0.4142, 2.0302, 0.8495)  0.180
H (1.2792, 1.9160, -0.7017)  0.209
H (1.8369, 0.9804, 0.6613)  0.211
O (0.2077, -2.7666, 0.3572)  -0.953
H (0.1990, -1.9091, -0.0955)  0.485
H (-0.5375, -3.2406, -0.0277)  0.459

* ΔE to the lowest compared entry with this formula, charge and spin: 97.21 kJ/mol
* largest force on an atom: 0.92 eV/Å
* HOMO-LUMO gap: 11.322 eV
* LUMO energy: 1.0 eV
* calculated total energy: -210.36172 hartree

6.
Below is 2 unconnected molecules or ions with the total composition C2H7NO2, with properties calculated with wB97M-V/def2-TZVPD.

Each line ends with the natural charge from an NBO analysis.
Element x y z (Å)
C (0.8078, -1.4615, 0.4932)  -0.738
C (1.2738, -0.5192, -0.5829)  0.656
N (0.5096, 0.6073, -0.6729)  -0.889
O (2.2644, -0.7311, -1.2548)  -0.640
H (0.7772, -0.9217, 1.4410)  0.229
H (-0.1920, -1.8666, 0.3339)  0.227
H (1.5021, -2.2868, 0.5967)  0.211
H (-0.4930, 0.5701, -0.5451)  0.427
H (0.9477, 1.4754, -0.9175)  0.384
H (-3.0508, 1.2007, 0.2535)  0.299
H (-2.1986, 2.4499, 0.3421)  0.302
O (-2.1483, 1.4834, 0.5127)  -1.467

* net charge: -1
* ΔE to the lowest compared entry with this formula, charge and spin: 0.00 kJ/mol
* largest force on an atom: 0.84 eV/Å
* spin multiplicity: 2
* HOMO-LUMO gap (spin up / spin down): 3.133 / 10.119 eV
* LUMO energy (spin up / spin down): 3.9 / 3.7 eV
* calculated total energy: -285.62038 hartree